(1)
ORCA calculation (wB97M-V/def2-TZVPD) on C35H44BeCl3N2Na2O15S2 as an isolated structure in a non-equilibrium geometry.

The geometry in XYZ format:
```
104
C35H44BeCl3N2Na2O15S2 | the Open Molecules 2025 dataset | wB97M-V/def2-TZVPD
C 4.771 -1.414 -2.753
C 4.594 0.043 -3.501
C 4.194 1.277 -2.499
C 3.143 0.890 -1.302
C 3.347 1.220 0.166
C 4.735 2.003 0.673
C 5.965 0.953 0.973
S 6.669 1.041 2.707
C 6.842 2.802 3.320
N 6.270 3.317 4.641
N 6.530 4.662 4.916
C 7.332 5.144 3.706
O 7.515 3.990 2.766
C 2.209 0.827 1.327
O 2.609 0.448 2.543
C 0.636 0.903 0.813
C -0.646 1.337 1.752
Cl -0.227 1.724 3.555
C -2.218 1.408 1.209
C -3.511 1.840 2.118
C -3.291 3.213 3.012
C -4.127 0.574 3.019
C -5.788 0.671 2.881
C -2.432 0.994 -0.397
C -3.904 0.945 -1.144
C -4.450 2.402 -1.662
C -5.117 2.135 -3.166
S -5.750 3.727 -3.924
C -1.131 0.593 -1.369
O -1.373 0.275 -2.803
C 0.406 0.535 -0.802
C 1.740 0.130 -1.717
O 1.596 -0.789 -2.674
H 5.779 -1.885 -3.138
H 3.919 -2.182 -3.080
H 4.851 -1.327 -1.570
H 5.632 0.285 -4.015
H 3.818 -0.088 -4.391
H 3.726 2.135 -3.185
H 5.213 1.731 -2.099
H 4.563 2.661 1.629
H 5.103 2.747 -0.174
H 6.790 1.019 0.114
H 5.498 -0.139 0.855
H 7.708 6.257 3.597
H -4.385 2.103 1.348
H -2.813 3.023 4.067
H -2.585 3.974 2.423
H -4.327 3.766 3.224
H -3.829 -0.398 2.411
H -3.755 0.576 4.128
H -6.112 1.798 2.932
H -6.346 0.043 3.718
H -6.062 0.283 1.788
H -3.848 0.113 -1.965
H -4.676 0.553 -0.325
H -5.353 2.724 -0.971
H -3.659 3.264 -1.652
H -4.267 1.597 -3.788
H -5.956 1.315 -2.993
H -6.257 4.523 -2.847
H -1.137 1.111 -3.342
Na -4.746 -2.165 2.507
Cl -4.146 -1.241 -2.773
Cl -7.446 0.287 -2.150
Be -1.646 -0.411 -4.967
C 6.472 -5.155 -1.529
C 7.140 -3.864 -1.969
O 7.302 -3.004 -1.059
O 7.449 -3.817 -3.192
H 6.230 -5.135 -0.462
H 5.545 -5.304 -2.091
H 7.140 -6.001 -1.716
Na -4.046 1.980 -5.222
C 4.043 5.190 6.701
C 3.483 6.580 6.920
O 3.034 6.717 8.260
H 3.283 4.431 6.911
H 4.390 5.067 5.670
H 4.881 4.999 7.379
H 2.633 6.760 6.255
H 4.241 7.345 6.724
H 3.798 6.564 8.842
C -2.867 -6.275 2.903
O -2.735 -7.395 3.454
O -1.901 -6.068 2.020
O -3.724 -5.375 3.051
H -1.503 -6.941 2.216
C -6.829 -6.461 -5.808
C -7.554 -5.684 -5.001
C -6.922 -4.606 -4.191
O -7.617 -3.897 -3.473
C -5.463 -4.439 -4.285
C -4.738 -5.218 -5.090
C -5.373 -6.277 -5.921
O -4.682 -6.965 -6.665
O -3.366 -5.067 -5.181
O -8.922 -5.853 -4.888
H -7.275 -7.246 -6.405
H -5.014 -3.663 -3.678
H -3.072 -5.745 -5.828
H -9.217 -5.171 -4.246
O 7.847 -1.877 4.483
H 7.520 -0.999 4.410
```

LUMO: -4.7 eV
highest occupied orbital energy: -0.21271 Eh
charge: -1

Atom charges from the Mulliken analysis, given in e for atoms 1 to 4: -0.57, -0.44, -0.61, 0.32


(2)
ORCA calculation (wB97M-V/def2-TZVPD) on C35H44FGe2NO4PtSb as an isolated structure.

The geometry in XYZ format:
```
89
C35H44FGe2NO4PtSb | the Open Molecules 2025 dataset | wB97M-V/def2-TZVPD
Pt -0.382 -0.432 0.236
O 2.058 -0.214 0.976
C 2.410 -0.017 2.126
C 1.581 0.095 3.317
C 2.285 0.169 4.522
C 1.628 0.239 5.723
C 0.228 0.250 5.768
C -0.482 0.192 4.604
C 0.151 0.111 3.329
O -0.621 0.083 2.299
N 2.391 0.302 6.960
O 1.770 0.376 8.004
O 3.606 0.305 6.883
H 3.492 0.078 2.336
H 3.368 0.164 4.516
H -0.268 0.304 6.727
H -1.564 0.200 4.611
F -3.349 2.241 -4.995
C -2.437 2.009 -4.027
C -2.543 2.693 -2.830
C -1.605 2.447 -1.842
C -0.562 1.526 -2.028
C 0.388 1.244 -0.958
C -0.498 0.862 -3.261
C -1.426 1.099 -4.262
H -3.341 3.410 -2.692
H -1.666 2.983 -0.901
H 0.467 2.031 -0.209
H 1.361 0.870 -1.266
H 0.303 0.154 -3.434
H -1.376 0.588 -5.214
C -3.286 2.269 1.952
C -3.947 1.690 0.705
Sb -3.027 -0.167 0.148
C -4.017 -1.435 1.571
C -3.067 -2.424 2.237
C -4.024 -0.643 -1.682
C -5.501 -0.267 -1.704
H -3.764 3.205 2.248
H -2.225 2.463 1.785
H -3.354 1.582 2.798
H -3.866 2.370 -0.142
H -5.008 1.487 0.865
H -4.834 -1.941 1.051
H -4.470 -0.770 2.309
H -2.620 -3.105 1.512
H -3.588 -3.030 2.981
H -2.244 -1.907 2.736
H -3.879 -1.714 -1.838
H -3.473 -0.130 -2.474
H -6.052 -0.732 -0.883
H -5.969 -0.587 -2.636
H -5.637 0.813 -1.623
C -1.677 -2.804 -3.386
Ge -1.391 -3.954 -1.822
C -3.124 -4.469 -1.048
C -0.490 -5.585 -2.451
Ge 0.092 -2.868 -0.212
C 1.894 -2.861 -0.987
C 2.110 -2.238 -2.216
C 3.377 -2.178 -2.776
C 4.455 -2.742 -2.106
C 4.256 -3.370 -0.885
C 2.984 -3.429 -0.330
C 0.154 -3.867 1.474
C -0.389 -5.147 1.589
C -0.370 -5.825 2.801
C 0.194 -5.231 3.921
C 0.745 -3.961 3.822
C 0.722 -3.289 2.608
H -2.515 -3.176 -3.979
H -0.782 -2.824 -4.009
H -1.884 -1.771 -3.107
H -3.740 -4.940 -1.816
H -3.676 -3.620 -0.641
H -2.974 -5.186 -0.241
H -1.064 -6.056 -3.251
H -0.366 -6.306 -1.643
H 0.499 -5.330 -2.834
H 1.273 -1.791 -2.746
H 3.527 -1.689 -3.731
H 5.447 -2.694 -2.537
H 5.093 -3.814 -0.362
H 2.839 -3.922 0.625
H -0.832 -5.627 0.724
H -0.797 -6.818 2.871
H 0.205 -5.756 4.867
H 1.188 -3.490 4.691
H 1.150 -2.297 2.544
```

<S²>: 3.7694
LUMO (spin up / spin down): 0.0 / -1.5 eV
2S+1: 4
highest occupied orbital energy (spin up / spin down): -0.24870 / -0.30951 Eh
charge: 0

Atom charges from the Mulliken analysis, given in e for atoms 1 to 4: 2.99, -0.48, -0.84, 1.02